No. 1
Formula: C2H5N3S
Source: the OMol25 dataset
Level of theory: ωB97M-V/def2-TZVPD

```
! RIJCOSX wB97M-V def2-TZVPD def2/J DEFGRID3
* xyz 0 1
S 1.70902 -0.00445 -0.69249
N 0.22845 0.03833 0.13897
C -0.67147 -1.17757 -0.16356
N -1.92089 -0.59853 -0.68243
N -1.81302 0.63263 -0.72197
C -0.58841 1.17255 -0.16114
H 2.65962 -0.26035 0.24372
H -0.88290 -1.69983 0.77073
H -0.14520 -1.64237 -0.97242
H -0.10733 1.91067 -0.75887
H -0.74134 1.68665 0.89324
*
```

Computed properties:
Relative energy (zero: lowest compared OMol25 entry of this formula, charge and spin) (eV): 3.130


No. 2
Formula: C2HF3O3S
Source: the OMol25 dataset
Level of theory: ωB97M-V/def2-TZVPD

```
! RIJCOSX wB97M-V def2-TZVPD def2/J DEFGRID3
* xyz 0 1
C 1.39150 -0.82403 0.39512
C 0.76759 0.44066 -0.10756
O 1.79027 -1.01567 1.45598
O -2.07497 -0.68449 0.87438
O -1.72570 0.01506 -1.55170
F 1.23743 -1.70893 -0.63313
F 0.97869 1.40623 0.70847
F -1.80949 1.65281 0.19755
S -1.47190 0.09529 -0.15576
H 0.91658 0.62307 -1.18335
*
```

Computed properties:
Relative energy (zero: lowest compared OMol25 entry of this formula, charge and spin) (eV): 0.000


No. 3
Formula: C40H36Br2N6S2Sr
Source: the OMol25 dataset
Level of theory: ωB97M-V/def2-TZVPD

```
! RIJCOSX wB97M-V def2-TZVPD def2/J DEFGRID3
* xyz -2 1
Sr -0.64030 1.52702 -0.21358
Br 0.75016 0.70036 -5.30663
C 1.36734 -0.37409 -3.85692
Br 3.01967 0.26400 -3.11609
H 1.57763 -1.36200 -4.24756
H 0.60024 -0.36626 -3.07557
C 1.56939 -3.55846 0.19398
C 1.50328 -2.33475 -0.49653
N 2.01880 -1.21506 -0.03451
C 2.64459 -1.24602 1.14973
C 2.78164 -2.42159 1.92210
C 2.21056 -3.60315 1.40412
C 3.46786 -2.38306 3.16885
C 3.99735 -1.22358 3.64511
C 3.86829 -0.01275 2.90683
C 4.36168 1.21549 3.38930
C 4.16828 2.35431 2.64510
C 3.48386 2.24223 1.42683
N 3.01411 1.11191 0.94591
C 3.19600 -0.00647 1.66142
H 1.09693 -4.43154 -0.23956
H 0.97648 -2.26815 -1.44237
H 2.27988 -4.52437 1.97185
H 3.55304 -3.30414 3.73474
H 4.51579 -1.19327 4.59666
H 4.86841 1.24757 4.34706
H 4.52163 3.32032 2.97979
H 3.31063 3.12552 0.81792
S -0.02429 2.63315 -2.58425
C -0.08544 3.96972 -1.43298
C 1.07004 4.75535 -1.29752
C 1.15616 5.83968 -0.44147
C 0.02556 6.24028 0.25437
C -1.13495 5.50973 0.11400
C -1.21627 4.32822 -0.63630
S -2.67943 3.34451 -0.44550
H 1.92538 4.45259 -1.89058
H 2.09293 6.37668 -0.33014
H 0.05171 7.10016 0.91546
H -2.01367 5.79226 0.68700
C 0.54212 1.06974 3.34183
N -0.12100 1.40176 2.09501
C -1.58978 1.19872 2.18984
N -2.18043 1.89766 3.34251
C -1.45745 1.49950 4.53981
N -0.02808 1.79972 4.47455
C 0.14594 3.22544 4.19832
N -0.53990 3.65362 2.99393
C -0.02539 2.86374 1.86214
C -1.95742 3.32886 3.13535
H 1.59656 1.34020 3.25167
H 0.45824 -0.00885 3.51126
H -1.83079 0.13480 2.25319
H -2.05167 1.70621 1.33351
H -1.57992 0.41939 4.68594
H -1.88658 2.02130 5.40307
H 1.21990 3.42594 4.08559
H -0.23116 3.80293 5.05100
H 0.99354 3.20190 1.64997
H -0.72216 3.07976 1.06370
H -2.47416 3.62661 2.21346
H -2.37488 3.88652 3.98146
C -1.00200 -0.77246 -1.42568
C -1.43360 -1.72822 -2.07351
C -1.92781 -2.81686 -2.82753
C -1.84101 -4.11519 -2.23249
C -1.87804 -5.35120 -2.92979
C -1.81325 -6.56889 -2.28391
C -1.68803 -6.66105 -0.89945
C -1.58239 -5.46273 -0.19506
C -1.63942 -4.24191 -0.83159
C -2.48549 -2.51707 -4.13162
C -3.29432 -3.39539 -4.89050
C -3.73250 -3.08095 -6.16351
C -3.42865 -1.86254 -6.75364
C -2.72546 -0.93439 -5.98753
C -2.28629 -1.23703 -4.71685
H -1.90239 -5.34786 -4.00979
H -1.84897 -7.47607 -2.88195
H -1.65758 -7.61966 -0.39517
H -1.45599 -5.48451 0.88431
H -1.54745 -3.32438 -0.25912
H -3.62252 -4.32817 -4.45536
H -4.33914 -3.80553 -6.70086
H -3.73688 -1.63699 -7.76753
H -2.51090 0.04986 -6.38886
H -1.77641 -0.47862 -4.13020
*
```


No. 4
Formula: C25H68O23S9
Source: the OMol25 dataset
Level of theory: ωB97M-V/def2-TZVPD

```
! RIJCOSX wB97M-V def2-TZVPD def2/J DEFGRID3
* xyz 0 1
O 1.50825 -6.59542 0.79092
S 1.65714 -5.20676 0.47379
O 2.77662 -4.67002 -0.22946
O 0.37656 -4.73453 -0.38614
C -0.82997 -5.34085 0.07552
C -1.40117 -6.13834 -1.07903
C 1.50450 -4.28078 1.95603
H -1.50476 -4.53718 0.27098
H -0.69116 -5.88608 1.01214
H -0.88878 -7.10782 -1.18750
H -1.25504 -5.53757 -1.97562
H -2.44867 -6.33091 -0.90106
H 0.64091 -4.67132 2.54005
H 1.39742 -3.20358 1.87439
H 2.37957 -4.48809 2.54657
O -0.63104 5.90291 2.58297
S -1.13483 4.55531 2.67214
O -0.97801 3.59559 1.62328
O -0.48030 4.04181 4.01261
C -0.44863 2.57827 4.47626
C 1.03121 2.19960 4.48745
C -2.82064 4.52528 3.10971
H -1.05088 1.99484 3.79011
H -0.92219 2.55461 5.46646
H 1.10636 1.19569 4.91333
H 1.58103 2.90706 5.16227
H 1.42738 2.17249 3.47980
H -2.94931 5.21548 3.96407
H -3.15896 3.50433 3.40086
H -3.48923 4.83858 2.30671
O 4.06168 -2.51832 -7.14395
S 3.70162 -3.05521 -5.86421
O 4.57684 -3.09388 -4.73560
O 2.37305 -2.36370 -5.37547
C 2.17867 -1.96251 -3.96283
C 1.44286 -3.06743 -3.15755
C 3.00461 -4.63122 -6.18662
H 1.59306 -1.03444 -3.93831
H 3.12610 -1.71555 -3.47966
H 1.50340 -2.80206 -2.10521
H 1.94144 -4.02151 -3.32705
H 0.39794 -3.12378 -3.41473
H 3.70537 -5.26952 -6.68212
H 2.14968 -4.57079 -6.82736
H 2.65708 -5.05537 -5.23016
O 3.68833 -2.22930 2.80933
S 4.50573 -1.16951 3.22192
O 4.21467 -0.56400 4.48402
O 6.02995 -1.77988 3.26934
C 6.96694 -1.26183 4.21360
C 8.13284 -2.23649 4.08501
C 4.43865 -0.04024 1.87461
H 6.54548 -1.35761 5.23318
H 7.09807 -0.20962 3.97670
H 9.04492 -1.96228 4.67608
H 8.39042 -2.36081 3.02634
H 7.81019 -3.21668 4.41359
H 3.32708 0.04055 1.66511
H 5.04505 -0.54477 1.12510
H 4.73778 0.94675 2.16016
O -3.84842 2.48520 0.42403
S -4.24290 3.53858 -0.51062
O -5.12609 4.57008 -0.01189
O -2.97913 4.29319 -1.15265
C -1.76281 3.49891 -1.47539
C -0.69652 4.50642 -1.62826
C -5.12918 2.84890 -1.81541
H -2.02427 2.87005 -2.34089
H -1.54671 2.81282 -0.63063
H -0.89963 5.20307 -2.43005
H 0.27234 4.03402 -1.78568
H -0.53564 5.08352 -0.71442
H -4.51694 2.11856 -2.30260
H -5.36059 3.65663 -2.54746
H -6.02118 2.31363 -1.50827
O -6.91900 -1.61907 -0.91198
S -7.22619 -1.27797 0.44753
O -6.97902 -2.15560 1.53381
O -6.54248 0.16192 0.78721
C -5.51480 0.18714 1.83337
C -4.22478 -0.44335 1.36119
C -8.94243 -0.79652 0.47015
H -5.99434 -0.18667 2.77907
H -5.47710 1.29339 1.91352
H -3.94909 -0.21845 0.31746
H -4.33958 -1.51637 1.46742
H -3.43173 -0.17749 2.06383
H -9.54917 -1.68997 0.51549
H -9.20324 -0.14834 -0.32832
H -9.11670 -0.17706 1.35050
O 2.18063 2.86522 1.01261
S 3.27505 3.66133 1.49529
O 4.26572 3.10047 2.34402
O 3.82261 4.43346 0.23672
C 4.99696 4.06098 -0.54169
C 5.03910 4.72408 -1.91797
C 2.55278 5.03244 2.29997
H 5.00134 3.04920 -0.65776
H 5.91175 4.31019 0.05223
H 6.04367 4.44551 -2.27047
H 5.00989 5.85452 -1.70597
H 4.22665 4.46895 -2.60416
H 1.76473 5.38682 1.64233
H 3.30734 5.76664 2.62944
H 2.01221 4.59737 3.16067
C -4.69052 -1.09224 -3.46655
S -3.35853 -0.27883 -4.39529
O -2.60713 0.61181 -3.43056
C -2.26323 -1.76346 -4.66245
H -5.29519 -0.26389 -3.03101
H -4.15178 -1.65110 -2.68414
H -5.24936 -1.72942 -4.12754
H -1.62712 -1.56329 -5.51283
H -2.90502 -2.58885 -4.94619
H -1.64887 -1.95576 -3.80021
C 0.16105 0.60116 0.50332
S 0.65622 -0.67727 -0.63639
O 1.59291 -1.56766 0.08463
C -1.01410 -1.44670 -0.58006
H -0.75081 0.92934 0.07348
H 0.87941 1.44054 0.47975
H -0.05430 0.15340 1.51343
H -1.31019 -1.51007 0.47472
H -0.87865 -2.41149 -1.08136
H -1.76080 -0.88416 -1.15292
*
```

Computed properties:
Relative energy (zero: lowest compared OMol25 entry of this formula, charge and spin) (eV): 0.000


These records have calculated total energy values of -641.569021 -1000.256125 -7849.482570 -6307.347032 hartree, in the order they appear.
These records have frontier orbital gap values of 9.9229 10.0202 3.3516 9.2247 eV, in the order they appear.
These records have highest occupied orbital energy values of -0.3392 -0.4250 0.0100 -0.3313 Eh, in the order they appear.